1.
The following is a DFT calculation (ωB97M-V/def2-TZVPD) of a single CH5IOSi molecule at a distorted geometry.

XYZ file:
```
9
Properties=species:S:1:pos:R:3:lowdin_charge:R:1
C 0.54 -1.18 0.36 -0.1646
O -0.40 -0.33 -0.26 -0.4595
Si -1.56 0.85 -0.34 0.2104
I -4.02 0.05 0.06 0.1971
H -0.02 -1.92 1.02 0.0919
H 1.21 -0.56 1.02 0.0872
H 1.20 -1.86 -0.32 0.1087
H -1.53 1.09 -1.85 -0.0441
H -1.10 1.94 0.73 -0.0273
```

Its HOMO energy is -0.35260 hartree. The frontier orbital gap comes out at 9.836 eV. As for the SMILES: CO[SiH2]I.

=====

2.
The following is a DFT calculation (ωB97M-V/def2-TZVPD) of a 2-piece molecular cluster, CH5N2O overall at a distorted geometry.

XYZ file:
```
9
Properties=species:S:1:pos:R:3:lowdin_charge:R:1
C 0.56 -0.96 0.28 0.2077
N -2.88 0.07 0.05 0.1443
N 0.99 0.40 0.25 0.0759
O -1.69 0.03 0.16 -0.0980
H 0.45 -1.37 -0.73 0.0481
H -3.33 -0.85 -0.18 0.1108
H 0.07 0.88 0.43 0.1524
H 1.39 0.78 -0.63 0.1794
H 1.61 0.61 1.05 0.1794
```

Its HOMO energy (spin up / spin down) is -0.53510 / -0.53730 hartree. The frontier orbital gap (spin up / spin down) comes out at 8.410 / 8.470 eV. Its charge is +1.

=====

3.
The following is a DFT calculation (ωB97M-V/def2-TZVPD) of a single CH5N2O2PSi molecule at a distorted geometry.

XYZ file:
```
12
Properties=species:S:1:pos:R:3:lowdin_charge:R:1
C 0.61 -1.52 -0.05 -0.0602
N -0.52 -1.22 -0.04 -0.1529
N -2.67 -0.06 0.30 -0.2170
O -0.73 1.51 -0.18 -0.3033
O 2.05 1.07 -0.08 -0.4631
Si 2.61 -0.33 0.04 0.4292
P -1.39 0.10 -0.77 0.7432
H -2.76 0.71 1.07 0.0982
H -3.56 -0.02 -0.20 0.0233
H 0.22 1.53 -0.45 0.0034
H 2.87 -0.58 1.42 -0.0579
H 3.27 -1.18 -1.06 -0.0430
```

Its HOMO energy is -0.35995 hartree. The frontier orbital gap comes out at 9.322 eV.

=====

4.
The following is a DFT calculation (ωB97M-V/def2-TZVPD) of CH5N2OP as an isolated structure at a distorted geometry.

XYZ file:
```
10
Properties=species:S:1:pos:R:3:lowdin_charge:R:1
C 0.93 -0.53 -1.13 -0.3623
N 0.57 0.68 -1.01 0.0608
N 0.31 0.32 1.74 -0.2393
O 0.23 -1.30 -0.34 -0.2181
P -0.57 -0.34 0.67 0.5432
H 1.81 -1.09 -1.54 0.1554
H 1.05 1.46 -1.49 0.1004
H 0.26 1.28 2.00 -0.0373
H -1.15 -1.45 1.29 -0.0035
H -1.80 0.09 0.17 0.0007
```

Its HOMO energy is -0.31480 hartree. The frontier orbital gap comes out at 9.448 eV.

=====

5.
The following is a DFT calculation (ωB97M-V/def2-TZVPD) of a 2-piece molecular cluster, CH5N2PS overall at a distorted geometry.

XYZ file:
```
10
Properties=species:S:1:pos:R:3:lowdin_charge:R:1
C 1.09 1.36 -0.05 -0.1526
N 2.14 0.52 0.17 -0.1726
N 2.10 -0.67 0.38 -0.5098
P -3.60 -1.34 0.12 0.5312
S 1.01 -1.83 0.11 0.5336
H 0.12 0.76 0.03 0.0560
H 1.21 1.54 -1.21 0.1310
H 1.20 2.32 0.53 0.1023
H -2.56 -0.71 0.82 -0.2871
H -2.72 -1.95 -0.88 -0.2321
```

Its HOMO energy (spin up / spin down) is -0.32417 / -0.33362 hartree. The frontier orbital gap (spin up / spin down) comes out at 7.490 / 7.600 eV.

=====

6.
The following is a DFT calculation (ωB97M-V/def2-TZVPD) of a 2-piece molecular cluster, CH5N2S overall.

XYZ file:
```
9
Properties=species:S:1:pos:R:3:lowdin_charge:R:1
S 2.98 -0.21 -0.01 -0.2388
H 3.15 0.65 -1.03 -0.4688
N -0.27 -0.89 0.49 0.0428
C -0.97 0.25 0.24 -0.4237
N -2.15 0.25 -0.27 0.0007
H -0.61 -1.67 -0.06 0.0793
H 0.75 -0.77 0.51 -0.0896
H -0.44 1.16 0.49 0.1032
H -2.44 1.22 -0.37 -0.0051
```

Its HOMO energy is -0.11048 hartree. The frontier orbital gap comes out at 7.286 eV. Its charge is -1.

=====

7.
The following is a DFT calculation (ωB97M-V/def2-TZVPD) of an isolated ion of composition CH5N2S and charge +1 at a distorted geometry.

XYZ file:
```
9
Properties=species:S:1:pos:R:3:lowdin_charge:R:1
C -0.25 0.53 0.42 -0.1241
N 0.82 0.00 -0.13 -0.4092
N -1.44 -0.11 -0.13 0.1130
S 2.56 0.41 -0.01 0.8135
H 2.63 0.80 1.32 -0.0795
H 0.95 -0.74 -0.87 0.1037
H -2.30 0.16 0.58 0.2423
H -1.40 -1.18 -0.09 0.1836
H -1.57 0.13 -1.11 0.1569
```

Its HOMO energy is -0.52074 hartree. The frontier orbital gap comes out at 9.846 eV. Its charge is +1.

=====

8.
The following is a DFT calculation (ωB97M-V/def2-TZVPD) of a 2-piece molecular cluster, CH5N2S overall at a distorted geometry.

XYZ file:
```
9
Properties=species:S:1:pos:R:3:lowdin_charge:R:1
C -0.47 0.99 0.44 -0.4188
N -1.56 1.30 1.02 -0.0516
N 1.04 -1.29 -0.79 -0.0332
S 0.03 2.40 1.27 1.0382
H -0.25 0.01 -0.01 0.0669
H -2.64 1.34 0.85 0.2142
H 0.91 -2.25 -0.41 0.0456
H 2.04 -1.05 -0.54 0.0676
H 0.91 -1.46 -1.83 0.0711
```

Its HOMO energy is -0.54413 hartree. The frontier orbital gap comes out at 8.209 eV. Its charge is +1.

=====

9.
The following is a DFT calculation (ωB97M-V/def2-TZVPD) of a 2-piece molecular cluster, CH5N2S overall at a distorted geometry.

XYZ file:
```
9
Properties=species:S:1:pos:R:3:lowdin_charge:R:1
C -0.23 -0.62 0.03 -0.3250
N -0.38 -0.89 1.24 0.1714
N 0.37 0.45 -0.38 -0.3854
S 0.01 1.46 -1.76 0.7940
H -0.86 -1.50 -1.03 0.3111
H -0.94 -1.63 1.67 0.1648
H 0.03 -0.38 2.01 0.1491
H 0.77 1.06 0.45 0.1757
H 1.23 2.04 -2.25 -0.0556
```

Its HOMO energy is -0.52407 hartree. The frontier orbital gap comes out at 9.982 eV. Its charge is +1.

=====

10.
The following is a DFT calculation (ωB97M-V/def2-TZVPD) of a 2-piece molecular cluster, CH5N2S overall at a distorted geometry.

XYZ file:
```
9
Properties=species:S:1:pos:R:3:lowdin_spin:R:1
C -0.33 0.63 0.11 0.0763
N -1.51 0.24 -0.21 0.0452
N 0.70 -0.19 0.09 0.5334
S 2.36 -0.11 0.00 0.5333
H -0.05 1.71 0.27 0.0220
H -2.40 0.73 0.01 0.0013
H -1.49 -0.79 -0.50 0.0804
H -0.07 -1.70 -0.94 0.6833
H 2.79 -0.52 1.17 0.0248
```

Its HOMO energy (spin up / spin down) is -0.50470 / -0.56683 hartree. The expectation value of S² is 2.006. The frontier orbital gap (spin up / spin down) comes out at 9.834 / 7.497 eV. As for the spin multiplicity: 3. Its charge is +1.

=====

11.
The following is a DFT calculation (ωB97M-V/def2-TZVPD) of CH5N2S2 as an isolated structure at a distorted geometry.

XYZ file:
```
10
Properties=species:S:1:pos:R:3:lowdin_charge:R:1
C -0.45 0.93 -0.13 0.0249
N 0.19 -0.83 0.50 -0.9127
N 0.32 1.51 -0.93 0.1471
S 1.62 -1.08 -0.32 0.7914
S 0.21 -0.67 2.15 0.7566
H -1.31 1.31 0.38 0.1209
H 0.24 2.48 -1.24 0.1686
H 1.13 0.95 -1.26 0.0706
H 1.05 -1.75 -1.33 -0.0736
H -0.98 -1.27 2.32 -0.0938
```

Its HOMO energy (spin up / spin down) is -0.50792 / -0.50792 hartree. The frontier orbital gap (spin up / spin down) comes out at 8.902 / 8.902 eV. Its charge is +1.

=====

12.
The following is a DFT calculation (ωB97M-V/def2-TZVPD) of a 2-piece molecular cluster, CH5N2Si overall at a distorted geometry.

XYZ file:
```
9
Properties=species:S:1:pos:R:3:lowdin_charge:R:1
C 0.30 1.38 0.97 0.0998
N -1.31 -0.45 -2.45 0.3373
N -0.76 -0.83 -1.57 -0.1216
Si 0.11 -1.23 -0.10 0.8104
H 1.02 1.80 0.30 0.0034
H -0.72 1.72 0.87 -0.0002
H 0.61 1.11 1.96 -0.0015
H -0.73 -2.17 0.59 -0.0651
H 1.47 -1.33 -0.58 -0.0624
```

Its HOMO energy (spin up / spin down) is -0.51748 / -0.51754 hartree. The frontier orbital gap (spin up / spin down) comes out at 7.677 / 7.678 eV. Its charge is +1.

=====

13.
The following is a DFT calculation (ωB97M-V/def2-TZVPD) of an isolated ion of composition CH5N2Si and charge +1 at a distorted geometry.

XYZ file:
```
9
Properties=species:S:1:pos:R:3:lowdin_spin:R:1
C 0.40 -0.74 0.01 0.4528
N -3.24 -0.35 0.51 0.3604
N -2.30 -0.08 0.05 0.2578
Si -0.66 0.81 -0.28 0.5818
H 0.37 -1.54 -0.61 0.0260
H 1.50 -0.33 -0.21 0.0495
H 0.33 -1.03 1.08 0.0096
H -0.99 1.53 -1.42 0.0332
H -0.78 1.50 1.09 0.2289
```

Its HOMO energy (spin up / spin down) is -0.39238 / -0.66644 hartree. The expectation value of S² is 2.012. The frontier orbital gap (spin up / spin down) comes out at 5.685 / 6.357 eV. As for the spin multiplicity: 3. Its charge is +1.

=====

14.
The following is a DFT calculation (ωB97M-V/def2-TZVPD) of a single CH5N3 molecule at a distorted geometry.

XYZ file:
```
9
Properties=species:S:1:pos:R:3:lowdin_charge:R:1
C -0.12 -0.34 -0.04 -0.6522
H -1.51 1.22 0.01 0.0803
H 0.16 1.68 0.33 0.1233
H 1.76 0.41 -0.28 0.0227
H 1.75 -1.30 0.34 0.1709
H -1.88 -0.89 -0.03 0.0636
N -0.53 0.99 -0.12 0.0602
N 1.28 -0.39 -0.12 0.0778
N -0.90 -1.38 -0.08 0.0534
```

Its HOMO energy is -0.32931 hartree. The frontier orbital gap comes out at 9.759 eV. As for the SMILES: N=C(N)N.

=====

15.
The following is a DFT calculation (ωB97M-V/def2-TZVPD) of a single CH5N3 molecule at a distorted geometry.

XYZ file:
```
9
Properties=species:S:1:pos:R:3:lowdin_charge:R:1
C 0.01 0.14 -0.01 -0.6481
H -2.15 -0.12 0.23 0.1266
H -1.20 -1.57 -0.03 0.0783
H 1.00 -1.70 -0.01 0.0687
H 2.04 -0.35 0.03 0.1049
H -0.60 1.95 -0.13 0.0183
N -1.20 -0.55 -0.03 0.0796
N 1.09 -0.72 0.01 0.0957
N 0.23 1.40 0.02 0.0763
```

Its HOMO energy is -0.32163 hartree. The frontier orbital gap comes out at 9.612 eV. As for the SMILES: N=C(N)N.

=====

16.
The following is a DFT calculation (ωB97M-V/def2-TZVPD) of CH5N3O as an isolated structure at a distorted geometry.

XYZ file:
```
10
Properties=species:S:1:pos:R:3:lowdin_charge:R:1
C 0.24 0.51 -0.11 -0.3104
H -2.31 -1.11 0.28 0.0438
H -2.15 0.54 0.42 0.0494
H -0.21 1.59 -0.26 0.1615
H 1.86 1.13 0.56 0.1314
H 1.30 -1.51 -0.56 0.2654
N -2.00 -0.27 -0.18 -0.0060
N -0.52 -0.53 0.02 -0.0634
N 1.59 0.47 -0.17 -0.1197
O 2.20 -0.81 0.01 -0.1522
```

Its HOMO energy is -0.31978 hartree. The frontier orbital gap comes out at 9.664 eV.

=====

17.
The following is a DFT calculation (ωB97M-V/def2-TZVPD) of a single CH5N3O molecule at a distorted geometry.

XYZ file:
```
10
Properties=species:S:1:pos:R:3:lowdin_charge:R:1
C -0.43 -0.06 -0.02 -0.6511
H -1.49 1.62 -0.11 0.1169
H 0.21 1.69 -0.68 0.1506
H -1.13 -1.81 0.02 0.0204
H 0.79 -1.66 -0.39 0.1746
H 1.37 0.42 1.05 0.1947
N -0.51 1.30 0.04 0.0942
N -1.48 -0.86 0.24 0.0728
N 0.74 -0.59 -0.34 -0.0909
O 1.94 -0.05 0.21 -0.0824
```

Its HOMO energy is -0.32142 hartree. The frontier orbital gap comes out at 9.353 eV. As for the SMILES: [H]/N=C(/N)NO.

=====

18.
The following is a DFT calculation (ωB97M-V/def2-TZVPD) of CH5N3O as an isolated structure at a distorted geometry.

XYZ file:
```
10
Properties=species:S:1:pos:R:3:lowdin_charge:R:1
N 0.42 -0.72 -0.48 -0.1336
N -0.49 -0.68 0.54 -0.0454
N 1.63 -0.29 -0.09 0.0387
C -1.40 0.34 -0.05 -0.4937
O -2.62 0.21 -0.10 -0.0046
H -0.53 0.22 -1.14 0.1841
H -0.14 -0.56 1.49 0.1163
H 1.69 0.53 0.51 0.1015
H 2.35 -0.38 -0.80 0.1006
H -0.91 1.33 0.13 0.1362
```

Its HOMO energy (spin up / spin down) is -0.31549 / -0.31542 hartree. The frontier orbital gap (spin up / spin down) comes out at 8.334 / 8.330 eV.

=====

19.
The following is a DFT calculation (ωB97M-V/def2-TZVPD) of a 2-piece molecular cluster, CH5N3O3P overall at a distorted geometry.

XYZ file:
```
13
Properties=species:S:1:pos:R:3:lowdin_charge:R:1
C 1.00 -0.61 -0.09 -0.2153
N 0.07 0.16 2.17 -0.0815
N 2.07 0.13 -0.12 -0.0744
N -1.09 0.33 1.95 -0.1904
O -1.12 -1.49 -1.65 -0.2412
O -1.40 0.76 -0.63 -0.4132
O 0.42 0.38 -2.62 -0.3561
P -0.29 0.01 -1.40 0.3216
H 2.87 -0.26 0.40 0.0806
H 2.32 0.91 -0.68 0.0638
H -1.75 -1.27 -0.98 -0.0202
H -1.82 0.41 2.83 0.0849
H -1.27 0.54 0.82 0.0414
```

Its HOMO energy is -0.11234 hartree. The frontier orbital gap comes out at 7.272 eV. Its charge is -1.

=====

20.
The following is a DFT calculation (ωB97M-V/def2-TZVPD) of a single CH5N3OS molecule at a distorted geometry.

XYZ file:
```
11
Properties=species:S:1:pos:R:3:lowdin_charge:R:1
C -0.22 0.72 -0.49 -0.2904
N -0.96 -0.46 -0.87 -0.0698
N 0.07 0.74 0.93 -0.3099
N 2.47 -0.08 0.67 -0.4448
O -0.36 -1.72 -0.31 -0.1383
S 1.43 0.01 1.68 0.8228
H 0.65 0.91 -1.07 0.1020
H -0.89 1.44 -0.67 0.0798
H -1.87 -0.70 -0.35 0.1476
H -0.60 1.08 1.50 0.0165
H 0.28 -1.94 -1.01 0.0847
```

Its HOMO energy is -0.33978 hartree. The frontier orbital gap comes out at 9.260 eV.

=====

Table of energy relative to the best compared isomer or geometry (same formula, charge and spin) (kJ/mol), in record order: 156.6, 728.4, 213.9, 183.4, 443.9, 3.8, 315.4, 349.8, 243.6, 257.3, 395.5, 250.6, 157.4, 104.1, 47.5, 419.9, 253.1, 470.3, 509.4, 361.0